Entry 1:
Computed, not measured: C4H7NO2 in the gas phase in a non-equilibrium geometry, with ωB97M-V/def2-TZVPD.

Molecular weight, Da: 101.10
SMILES string: NC(=O)C[C@H]1CO1
E_HOMO, eV: -9.9
2S+1: 1
HOMO-LUMO gap, eV: 10.64

Each line ends with the Löwdin charge.
Cartesian coordinates (Å):
N (1.2482, 0.7630, 1.9085)  0.1774
C (0.9959, 0.5912, 0.5994)  -0.5634
O (1.2095, 1.4991, -0.2085)  0.0098
C (0.6004, -0.6797, -0.0874)  -0.0496
C (-0.8615, -0.8552, -0.4514)  -0.2946
C (-1.6924, 0.2752, -0.8603)  -0.1176
O (-1.1834, -0.6354, -1.8211)  -0.0360
H (1.6809, 1.6422, 2.1489)  0.1145
H (0.9835, 0.1185, 2.6299)  0.1053
H (0.9864, -1.6094, 0.3832)  0.1291
H (1.0514, -0.0782, -0.9774)  0.1637
H (-1.3719, -1.7298, -0.0447)  0.1382
H (-1.2538, 1.2716, -0.8838)  0.1122
H (-2.7674, 0.2288, -0.6961)  0.1109

Cartesian forces (eV/Å) of the 3 atoms listed first:
N 0.0 0.0 0.2
C 0.0 0.9 -0.1
O 0.1 0.9 1.0


Entry 2:
Computed, not measured: a 2-piece molecular cluster, C4H7NO2 overall in a non-equilibrium geometry, with ωB97M-V/def2-TZVPD.

Molecular weight, Da: 101.10
E_HOMO (alpha / beta), eV: -8.2 / -7.5
2S+1: 1
HOMO-LUMO gap (alpha / beta), eV: 9.03 / 8.38

Each line ends with the Löwdin charge.
Cartesian coordinates (Å):
C (2.8688, -0.3091, -0.7693)  -0.0151
C (2.4953, 0.0024, 0.3186)  -0.0280
C (-0.6294, -1.9252, 0.1590)  -0.0701
C (-1.5068, 2.4911, -0.0035)  -0.0487
N (-1.2824, 0.2112, -0.1686)  -0.0105
O (-1.4982, -0.8686, 0.5512)  -0.1693
O (-1.6968, 1.2981, 0.5246)  -0.1108
H (3.0579, -0.5903, -1.8324)  0.0482
H (0.3133, -1.6188, 0.7197)  0.0780
H (-0.3406, -1.9311, -0.9018)  0.0874
H (-1.0512, -2.8571, 0.5360)  0.0889
H (-1.9993, 3.3220, 0.4616)  0.0488
H (2.0174, 0.0939, 1.2419)  0.0087
H (-0.7479, 2.6816, -0.8370)  0.0925

Cartesian forces (eV/Å) of the 3 atoms listed first:
C 0.2 -0.5 -2.3
C -0.1 -0.4 -0.3
C 2.3 1.1 1.2


Entry 3:
Computed, not measured: C4H7NO2 in the gas phase in a non-equilibrium geometry, with ωB97M-V/def2-TZVPD.

Molecular weight, Da: 101.10
SMILES string: CC(=O)NCC=O
E_HOMO, eV: -9.7
2S+1: 1
HOMO-LUMO gap, eV: 10.03

Each line ends with the Löwdin charge.
Cartesian coordinates (Å):
C (-1.5101, 0.7142, 1.1040)  0.0050
C (-0.8605, 1.1451, -0.2207)  -0.4930
N (0.0339, 0.3311, -0.7950)  0.0356
C (0.4470, -0.9687, -0.3053)  -0.1276
C (2.0213, -1.0226, -0.4505)  -0.1966
O (2.7165, -2.0308, -0.3436)  0.0357
O (-1.1996, 2.3207, -0.5932)  -0.0211
H (-2.4518, 0.1998, 0.7467)  0.1192
H (-1.8034, 1.4685, 1.6912)  0.0293
H (-0.8031, 0.1180, 1.6898)  0.0635
H (0.5418, 0.7680, -1.6217)  0.1822
H (0.0364, -1.8147, -0.8297)  0.1200
H (0.3548, -1.1137, 0.8111)  0.1318
H (2.4768, -0.1149, -0.8830)  0.1160

Cartesian forces (eV/Å) of the 3 atoms listed first:
C 0.7 -3.7 -3.2
C -2.1 4.7 1.7
N 0.7 0.6 -1.6


Entry 4:
Computed, not measured: C4H7NO2 in the gas phase in a non-equilibrium geometry, with ωB97M-V/def2-TZVPD.

Molecular weight, Da: 101.10
E_HOMO (alpha / beta), eV: -8.1 / -7.9
2S+1: 1
HOMO-LUMO gap (alpha / beta), eV: 7.91 / 8.05

Each line ends with the Löwdin charge.
Cartesian coordinates (Å):
C (-1.1392, 0.2835, 0.1760)  -0.4487
C (1.7104, 1.0078, -0.6354)  0.0103
C (-0.0313, -0.4967, -0.0686)  -0.3308
C (-0.1727, -2.0007, 0.0252)  -0.0016
N (-0.8458, 1.6900, 0.4510)  0.1469
O (-2.2835, -0.1911, 0.1216)  0.0393
O (1.1263, -0.1027, -0.3420)  0.0197
H (1.3720, 1.9672, -0.3616)  0.0453
H (2.6976, 0.9221, -1.1299)  0.0882
H (0.4594, -2.5538, -0.7501)  0.1026
H (-1.2436, -2.2375, -0.3234)  0.1061
H (0.0766, -2.2971, 1.0495)  0.0827
H (-0.1725, 1.6977, 1.1989)  0.0900
H (-1.5537, 2.3112, 0.5889)  0.0499

Cartesian forces (eV/Å) of the 3 atoms listed first:
C -3.0 2.7 0.5
C 2.3 0.6 -0.7
C -1.5 -3.6 0.7


Entry 5:
Computed, not measured: C4H7NO2 in the gas phase in a non-equilibrium geometry, with ωB97M-V/def2-TZVPD.

Molecular weight, Da: 101.10
SMILES string: NC(=O)CCC=O
E_HOMO, eV: -9.8
2S+1: 1
HOMO-LUMO gap, eV: 10.43

Each line ends with the Löwdin charge.
Cartesian coordinates (Å):
O (-3.3048, -0.5455, -0.3130)  0.0472
C (-2.1510, -0.8331, -0.5370)  -0.2343
C (-1.0191, -0.3085, 0.4109)  -0.1622
C (0.2691, -0.3907, -0.3387)  -0.1853
C (1.5021, 0.0868, 0.4712)  -0.5168
N (1.8921, 1.3070, 0.1854)  0.1142
O (2.1012, -0.7638, 1.1693)  0.0678
H (-1.7691, -1.1969, -1.4950)  0.1141
H (-1.2129, 0.7866, 0.6154)  0.1348
H (-0.9580, -0.9061, 1.4187)  0.1599
H (0.3165, -1.3504, -0.8480)  0.1140
H (0.2590, 0.3824, -1.1004)  0.1059
H (2.3646, 1.6952, -0.5774)  0.0884
H (1.7104, 2.0371, 0.9387)  0.1524

Cartesian forces (eV/Å) of the 3 atoms listed first:
O 0.7 -1.0 -0.6
C -0.2 2.6 1.8
C -0.7 -0.4 1.4


Entry 6:
Computed, not measured: a 2-piece molecular cluster, C4H7NO2 overall, with ωB97M-V/def2-TZVPD.

Molecular weight, Da: 101.10
SMILES string: C=C(N=O)[C@H]1CO1.[H][H]
E_HOMO (alpha / beta), eV: -9.4 / -9.4
2S+1: 1
HOMO-LUMO gap (alpha / beta), eV: 8.46 / 8.46

Each line ends with the Löwdin charge.
Cartesian coordinates (Å):
C (1.3259, 0.8610, 0.5002)  0.0736
C (0.2944, 0.0372, 0.2926)  -0.2807
N (-0.8498, 0.0046, 1.1723)  0.0193
O (-0.8159, 0.8082, 2.0786)  -0.0553
C (0.2011, -0.8765, -0.8751)  -0.2693
C (-0.8854, -1.8508, -1.0177)  -0.1143
O (-0.8579, -0.6666, -1.7983)  -0.0199
H (1.4201, 1.4109, 1.4294)  0.0623
H (2.0911, 1.0068, -0.2562)  0.0871
H (-0.0117, 2.7388, 0.5410)  0.0706
H (-0.4633, 2.5795, 1.1127)  0.0636
H (1.1642, -1.1049, -1.3334)  0.1445
H (-0.6879, -2.7778, -1.5552)  0.1130
H (-1.6719, -1.8851, -0.2678)  0.1055

Cartesian forces (eV/Å) of the 3 atoms listed first:
C 0.0 -0.3 0.0
C 0.3 0.1 -0.1
N 0.0 0.3 0.4


Entry 7:
Computed, not measured: C4H7NO2 in the gas phase, with ωB97M-V/def2-TZVPD.

Molecular weight, Da: 101.10
E_HOMO, eV: -9.1
2S+1: 1
HOMO-LUMO gap, eV: 8.47

Each line ends with the Löwdin charge.
Cartesian coordinates (Å):
C (-1.5742, -0.7621, 0.3262)  -0.1562
C (-1.2711, 0.3412, -0.6080)  0.0063
C (-0.1152, 1.1813, -0.1971)  -0.2699
N (0.9634, 0.5799, 0.5597)  0.0576
C (1.6924, -0.4943, 0.1035)  -0.6023
O (2.6389, -0.9554, 0.6894)  0.0962
O (1.2530, -1.0516, -1.0572)  0.1080
H (-1.0211, -0.8151, 1.2742)  0.0797
H (-1.3960, -1.6957, -0.2321)  0.1012
H (-2.6581, -0.7652, 0.4916)  0.0798
H (0.6376, -0.4871, -1.5473)  0.0863
H (-0.6864, 1.8717, 0.4566)  0.1502
H (0.2572, 1.8116, -1.0175)  0.1146
H (1.4017, 1.0730, 1.3226)  0.1483

Cartesian forces (eV/Å) of the 3 atoms listed first:
C 0.0 0.1 0.0
C 0.0 0.0 0.4
C -0.1 0.0 -0.2


Entry 8:
Computed, not measured: C4H7NO2 in the gas phase in a non-equilibrium geometry, with ωB97M-V/def2-TZVPD.

Molecular weight, Da: 101.10
SMILES string: [H]/N=C(\C)OCC=O
E_HOMO, eV: -9.4
2S+1: 1
HOMO-LUMO gap, eV: 10.17

Each line ends with the Löwdin charge.
Cartesian coordinates (Å):
C (-2.2532, -0.1114, -0.0960)  0.0069
C (-0.7535, -0.0862, -0.2766)  -0.4606
N (-0.0971, 0.9270, -0.6276)  0.1536
O (0.0146, -1.1438, 0.1130)  -0.0256
C (1.2633, -0.6122, 0.6444)  -0.1332
C (2.1325, 0.0931, -0.3893)  -0.2954
O (2.8772, 1.0036, -0.1075)  0.0238
H (-2.6104, -0.9724, 0.4642)  0.0778
H (-2.4878, 0.8043, 0.4624)  0.0891
H (-2.7944, -0.0175, -1.0466)  0.0884
H (-0.2699, 1.8281, -0.2643)  0.0838
H (1.0497, 0.1178, 1.4365)  0.1329
H (1.8051, -1.4551, 1.0801)  0.1310
H (2.1240, -0.3752, -1.3926)  0.1273

Cartesian forces (eV/Å) of the 3 atoms listed first:
C 0.1 -0.1 0.1
C 0.1 0.7 0.4
N 1.0 -0.5 0.2


Entry 9:
Computed, not measured: C4H7NO2 in the gas phase in a non-equilibrium geometry, with ωB97M-V/def2-TZVPD.

Molecular weight, Da: 101.10
SMILES string: C=C(N)C(=O)CO
E_HOMO, eV: -8.9
2S+1: 1
HOMO-LUMO gap, eV: 9.72

Each line ends with the Löwdin charge.
Cartesian coordinates (Å):
C (-1.3385, 1.1053, -0.1579)  -0.1927
C (0.0043, 0.7415, -0.7724)  -0.3391
C (0.7333, -0.3806, -0.0750)  -0.3643
N (1.6781, 0.0588, 0.8178)  0.1329
C (0.2883, -1.6449, -0.1643)  0.0249
O (-1.6894, 0.3098, 0.9373)  -0.0791
O (0.4658, 1.3202, -1.7259)  0.1160
H (-1.5596, -0.6566, 0.6865)  0.0973
H (2.2989, -0.6438, 1.1866)  0.1030
H (2.1027, 0.9492, 0.6131)  0.1037
H (-1.2678, 2.1400, 0.1978)  0.1384
H (-2.1033, 1.0746, -0.9494)  0.1339
H (0.8150, -2.4495, 0.3209)  0.0589
H (-0.4279, -1.9240, -0.9152)  0.0661

Cartesian forces (eV/Å) of the 3 atoms listed first:
C -0.2 0.0 -0.1
C 0.2 0.1 -0.3
C -0.5 -0.5 0.4


Entry 10:
Computed, not measured: C4H7NO2 in the gas phase in a non-equilibrium geometry, with ωB97M-V/def2-TZVPD.

Molecular weight, Da: 101.10
SMILES string: O[C@@H]1CN=COC1
E_HOMO, eV: -9.6
2S+1: 1
HOMO-LUMO gap, eV: 10.43

Each line ends with the Löwdin charge.
Cartesian coordinates (Å):
O (-1.2325, -0.7788, 1.3136)  -0.0227
C (-1.0053, -0.0656, 0.1221)  -0.3441
C (-0.0475, 1.1153, 0.3790)  -0.2190
O (0.9651, 0.6162, 1.2167)  -0.1096
C (1.6174, 0.0071, -0.0902)  -0.1270
N (1.1254, -0.8629, -0.8330)  0.0731
C (-0.3360, -0.9822, -0.9168)  -0.1311
H (-0.4359, -0.6196, 1.8496)  0.0896
H (-1.9610, 0.3082, -0.2485)  0.1441
H (0.5274, 1.3153, -0.5652)  0.1248
H (-0.4844, 2.0729, 0.6475)  0.1326
H (2.5419, 0.5663, -0.1388)  0.1394
H (-0.5916, -0.6812, -1.9488)  0.1269
H (-0.6830, -2.0110, -0.7872)  0.1231

Cartesian forces (eV/Å) of the 3 atoms listed first:
O 0.0 0.3 0.3
C -0.1 0.2 -0.4
C -0.7 0.6 -1.3


Entry 11:
Computed, not measured: a 2-piece molecular cluster, C4H7NO2 overall in a non-equilibrium geometry, with ωB97M-V/def2-TZVPD.

Molecular weight, Da: 101.10
SMILES string: O=C=NO.C=CC
E_HOMO, eV: -9.6
2S+1: 1
HOMO-LUMO gap, eV: 10.11

Each line ends with the Löwdin charge.
Cartesian coordinates (Å):
C (-3.5386, 0.9385, 0.1615)  -0.3355
C (-0.2678, 0.3594, 1.1129)  -0.0405
C (-0.0281, 0.0710, -0.1314)  -0.2633
C (1.1070, 0.7698, -0.8254)  -0.1144
N (-3.1792, -0.1932, 0.1367)  0.0272
O (-3.7505, 2.0358, 0.4063)  0.1806
O (-3.2500, -1.3541, -0.5742)  0.0491
H (-1.2049, 0.0889, 1.5634)  0.0331
H (0.3508, 1.1201, 1.6543)  0.0799
H (-0.5914, -0.6634, -0.7370)  0.0971
H (0.9765, 1.0959, -1.8669)  0.0751
H (1.7428, -0.0381, -0.7871)  0.0350
H (1.4684, 1.6938, -0.2260)  0.1080
H (-2.6203, -1.8184, -0.0873)  0.0685

Cartesian forces (eV/Å) of the 3 atoms listed first:
C 0.2 -2.0 -0.7
C -0.5 1.3 1.8
C -0.1 0.8 -1.9


Entry 12:
Computed, not measured: C4H7NO2 in the gas phase in a non-equilibrium geometry, with ωB97M-V/def2-TZVPD.

Molecular weight, Da: 101.10
SMILES string: C=C(C)OC(N)=O
E_HOMO, eV: -9.2
2S+1: 1
HOMO-LUMO gap, eV: 10.03

Each line ends with the Löwdin charge.
Cartesian coordinates (Å):
C (-2.0679, 0.0137, -0.3424)  -0.0238
C (1.2709, 0.2862, 0.8216)  -0.5912
C (-0.5969, -0.1209, -0.5622)  -0.3977
N (2.0470, -0.4215, 1.6889)  0.1800
C (0.0443, 0.0556, -1.7138)  0.0805
O (0.0859, -0.4143, 0.6021)  0.0323
O (1.5083, 1.3945, 0.4288)  0.1082
H (1.6682, -1.2478, 2.1197)  0.1064
H (2.7367, 0.0937, 2.2089)  0.1122
H (-2.4596, -0.9062, 0.0967)  0.0859
H (-2.2620, 0.8261, 0.3573)  0.0878
H (-2.5750, 0.2179, -1.2785)  0.0803
H (-0.4977, 0.3491, -2.5960)  0.0662
H (1.0977, -0.1260, -1.8310)  0.0730

Cartesian forces (eV/Å) of the 3 atoms listed first:
C 0.3 -0.1 0.2
C -0.6 0.2 1.0
C 0.1 0.5 -0.8


Results for total energy: -361.78438 -361.53844 -361.81437 -361.72270 -361.78768 -361.65075 -361.74115 -361.78820 -361.81081 -361.75211 -361.70351 -361.85675 (in a.u., following the order of the records).